(1)
2 unconnected molecules or ions with the total composition C9H16. Source: the OMol25 dataset; level of theory: the ωB97M-V functional and the def2-TZVPD basis.

Calculated values
orbital gap = 0.3206 Ha
SMILES = C#CC(=C)C.CC(C)C
energy above the lowest of the compared OMol25 structures with the same formula, charge and spin = 2.963 eV

The geometry in ORCA input format:
```
! RIJCOSX wB97M-V def2-TZVPD def2/J DEFGRID3
* xyz 0 1
C 1.587 0.000 0.188
C -1.656 0.243 -1.583
C 1.878 -2.363 1.304
C -1.283 1.355 0.648
C 1.767 -1.275 0.802
C -1.863 -1.100 0.568
C 1.493 1.138 0.999
C -1.250 0.116 -0.119
C 2.046 0.109 -1.252
H -1.500 -1.193 1.592
H -2.734 0.397 -1.667
H -0.067 -0.144 -0.141
H -0.032 1.414 1.110
H -1.270 2.287 0.087
H -1.604 -2.017 0.039
H 1.849 2.075 0.586
H 1.614 -0.690 -1.857
H 3.133 0.027 -1.319
H -1.990 1.410 1.470
H -1.162 1.092 -2.058
H -2.952 -1.017 0.595
H 1.743 1.065 -1.679
H 1.701 1.036 2.056
H -1.398 -0.658 -2.142
H 1.951 -3.308 1.773
*
```

---

(2)
A molecular structure, C44H43BN3O4RuS2. Source: the OMol25 dataset; level of theory: the ωB97M-V functional and the def2-TZVPD basis.

Calculated values
orbital gap (spin up / spin down) = 0.2306 / 0.1408 Ha
⟨S²⟩ = 6.06

The geometry in ORCA input format:
```
! RIJCOSX wB97M-V def2-TZVPD def2/J DEFGRID3
* xyz 3 5
Ru -0.196 -0.288 0.818
S -0.316 -0.983 -2.869
S -2.543 0.809 -0.413
O 1.782 -2.300 1.136
O -0.303 -0.215 -1.568
O 0.904 -2.056 3.215
O -1.606 1.507 0.522
N 4.915 1.286 -0.108
N 1.515 0.757 0.986
N 3.635 2.409 1.418
C -2.335 -0.901 0.235
C 0.366 0.959 -6.365
C 3.755 1.423 0.526
C -0.491 2.063 -6.298
C -1.217 2.273 -5.117
C -2.072 -3.282 -0.139
C -0.308 0.276 -4.173
C -4.731 -2.188 -3.576
C -6.894 -2.915 -2.760
C -4.222 -2.195 -2.247
C -2.155 -1.074 1.641
C -1.980 -2.365 2.137
C -5.250 0.789 -0.689
C -1.756 -4.786 1.766
C -1.770 -5.656 -0.473
C 3.020 -2.468 4.294
C 3.912 -3.343 1.706
C 1.944 -3.077 3.402
C -1.957 -4.397 -0.991
C -6.558 0.915 -0.271
C -6.856 1.336 1.034
C 2.406 -3.384 1.922
C -1.916 -3.473 1.269
C 1.851 -4.693 1.380
C 1.336 -4.263 4.137
C 2.514 2.598 2.061
C 0.461 0.067 -5.312
C -0.632 3.007 -7.430
C -5.796 1.630 1.903
C -2.075 -1.442 -3.098
C -2.353 -1.978 -0.640
C -4.484 1.509 1.489
C -3.876 -1.846 -4.643
C -8.261 1.515 1.464
C 1.411 1.767 1.856
C -5.096 -2.551 -1.193
C -2.574 -1.486 -4.409
C -4.216 1.066 0.202
C -6.395 -2.919 -1.451
C 2.631 0.567 0.313
C -2.856 -1.837 -2.028
C -1.700 -5.860 0.910
C -1.124 1.396 -4.058
C -6.079 -2.542 -3.800
B 0.924 -1.659 1.948
H 0.958 0.797 -7.252
H 5.079 0.573 -0.798
H 0.986 -3.934 5.111
H 3.491 -1.601 3.838
H -5.024 0.495 -1.703
H -7.045 -3.203 -0.639
H -6.456 -2.498 -4.808
H 4.377 -4.092 2.343
H -1.921 -2.531 3.204
H -1.687 1.564 -3.152
H 1.107 -0.794 -5.386
H 2.229 -5.528 1.961
H -4.741 -2.532 -0.172
H 0.464 1.908 2.375
H -2.413 -0.267 2.333
H -2.006 -4.255 -2.062
H 0.766 -4.696 1.407
H -1.863 3.135 -5.045
H 2.565 -2.151 5.230
H -4.264 -1.877 -5.649
H 3.779 -3.211 4.517
H 4.143 -3.590 0.672
H -0.233 2.600 -8.354
H 2.165 -4.816 0.348
H -8.920 0.781 1.005
H -1.932 -1.245 -5.242
H -8.615 2.499 1.141
H 2.094 -5.026 4.286
H -1.695 -4.937 2.834
H -3.671 1.789 2.142
H 2.678 -0.269 -0.375
H -6.004 1.967 2.906
H 4.342 -2.373 1.936
H -7.917 -3.205 -2.947
H -1.675 3.290 -7.567
H -1.580 -6.859 1.298
H 5.657 1.937 0.107
H -0.094 3.934 -7.215
H 2.484 3.426 2.755
H 0.499 -4.693 3.603
H -8.357 1.479 2.546
H -7.359 0.705 -0.966
H -1.689 -6.504 -1.132
*
```

---

Strongest force on any atom list, top to bottom, in eV Å⁻¹: 2.43; 3.02
E list, top to bottom, in eV: -9588.248; -83889.966